Arrangement A

Entry from the Open Molecules 2025 dataset: one molecule with the formula C3H8O2 (ωB97M-V/def2-TZVPD).

Positions of all 13 atoms, in Å:
C: 1.791 0.594 0.712
O: 0.520 0.098 1.061
C: -0.035 -0.572 -0.046
C: -1.550 -0.538 -0.158
O: -1.810 0.211 -1.389
H: 2.215 1.102 1.580
H: 2.477 -0.209 0.400
H: 1.705 1.306 -0.124
H: 0.045 0.012 -0.991
H: 0.432 -1.567 -0.158
H: -1.972 -1.525 -0.355
H: -2.047 -0.078 0.703
H: -1.770 1.167 -1.235

Results
Net charge: 0
Gap between HOMO and LUMO in hartree: 0.3964
SMILES: COCCO

---

Arrangement B

Entry from the Open Molecules 2025 dataset: C3H8O2 as an isolated structure (ωB97M-V/def2-TZVPD).

Positions of all 13 atoms, in Å:
C: 0.049 -0.442 -1.286
C: -0.562 0.372 -0.260
C: 0.445 0.642 0.780
H: 1.208 0.075 -1.315
H: 0.142 -1.491 -0.920
H: -0.340 -0.372 -2.439
H: -1.096 1.147 -0.915
H: -1.586 -0.704 1.090
H: 1.555 0.667 0.172
H: 0.217 1.566 1.325
H: 1.416 -0.629 2.136
O: -1.796 -0.209 0.146
O: 0.349 -0.623 1.487

Results
Net charge: 0
Gap between HOMO and LUMO in hartree: 0.3597

---

Arrangement C

Entry from the Open Molecules 2025 dataset: one molecule with the formula C3H8O2 (ωB97M-V/def2-TZVPD).

Positions of all 13 atoms, in Å:
C: -0.899 -0.174 0.323
C: 0.315 0.530 -0.310
C: 1.617 -0.143 0.102
O: -2.099 0.479 -0.031
O: -1.009 -1.495 -0.081
H: -1.368 -1.496 -0.977
H: -2.109 1.368 0.334
H: -0.780 -0.206 1.418
H: 0.201 0.497 -1.396
H: 0.317 1.578 0.000
H: 1.581 -1.201 -0.145
H: 1.771 -0.048 1.175
H: 2.460 0.311 -0.412

Results
Net charge: 0
Gap between HOMO and LUMO in hartree: 0.4061
SMILES: CCC(O)O

---

arrangement C takes first place; second place is 1.421 eV up.

---

Arrangement A

Entry from the Open Molecules 2025 dataset: a 2-piece molecular cluster, C3H8O2 overall (ωB97M-V/def2-TZVPD).

Positions of all 13 atoms, in Å:
C: 0.763 -2.271 -1.426
C: 0.076 -1.502 -0.254
H: 1.720 -1.884 -1.761
H: 0.045 -2.391 -2.238
H: 0.930 -3.224 -0.951
H: -0.952 -1.303 -0.497
H: 0.354 -1.856 0.738
H: 0.708 -0.599 -0.107
O: 0.468 2.636 1.707
C: -0.715 2.676 1.539
O: -1.353 3.614 0.839
H: -1.366 1.929 2.006
H: -0.678 4.174 0.406

Results
Net charge: 0
Gap between HOMO and LUMO in hartree: 0.4323
SMILES: O=CO.CC

---

Arrangement B

Entry from the Open Molecules 2025 dataset: a 2-piece molecular cluster, C3H8O2 overall (ωB97M-V/def2-TZVPD).

Positions of all 13 atoms, in Å:
C: 2.479 0.123 0.587
O: 2.172 -1.322 0.255
H: 3.317 0.329 1.233
H: 1.646 0.113 1.218
H: 2.544 0.599 -0.411
H: 1.502 -1.317 -0.420
O: -1.357 1.146 1.187
C: -1.849 0.236 0.546
C: -1.869 0.138 -0.962
H: -2.610 -0.352 1.070
H: -2.862 0.190 -1.480
H: -1.462 0.953 -1.529
H: -1.650 -0.835 -1.295

Results
Net charge: 0
Gap between HOMO and LUMO in hartree: 0.3958
SMILES: CC=O.CO

---

arrangement A takes first place; second place is 1.859 eV up.